# C53H71FNO34PS2

11 unconnected molecules or ions with the total composition C53H71FNO34PS2 in a non-equilibrium geometry (wB97M-V/def2-TZVPD, the Open Molecules 2025 dataset).

CARTESIAN COORDINATES (ANGSTROEM)
N  -2.163  -6.449  4.114
C  -1.606  -5.649  2.944
C  -2.348  -5.568  1.656
C  -3.814  -6.318  1.364
C  -4.944  -5.096  1.536
C  -4.972  -4.407  3.060
C  -5.973  -3.160  3.421
C  -6.957  -2.620  2.202
C  -6.940  -3.311  0.690
C  -5.923  -4.576  0.308
C  -1.775  -4.657  0.389
O  -2.588  -4.412  -0.652
C  -0.264  -3.999  0.380
P  0.336  -3.200  -1.248
S  0.039  -1.251  -1.221
C  0.513  -4.086  1.659
S  2.261  -3.415  1.729
O  2.336  -1.958  1.213
O  3.225  -4.302  0.860
F  2.953  -3.408  3.321
C  -0.180  -4.777  3.014
O  0.375  -4.619  4.236
H  -1.391  -6.756  4.769
H  -2.552  -7.338  3.727
H  -3.750  -6.673  0.231
H  -4.013  -7.222  2.090
H  -4.255  -4.787  3.929
H  -5.915  -2.703  4.497
H  -7.652  -1.698  2.475
H  -7.633  -2.873  -0.145
H  -5.885  -5.070  -0.776
H  -0.535  -3.721  -2.307
H  1.679  -3.577  -1.608
C  1.774  -0.884  5.428
C  0.353  -0.972  4.907
C  0.045  0.003  3.811
O  -1.358  0.161  3.933
C  -1.655  -0.063  5.250
O  -2.727  0.183  5.768
O  -0.579  -0.594  5.908
H  1.839  -1.261  6.453
H  2.457  -1.460  4.795
H  2.130  0.152  5.448
H  0.123  -2.004  4.612
H  0.310  -0.374  2.821
H  0.511  0.985  3.957
C  0.453  3.234  -4.802
C  -0.337  2.031  -5.279
C  -1.803  2.105  -4.972
O  -2.171  0.737  -4.932
C  -1.053  0.051  -4.542
O  -1.042  -1.116  -4.202
O  0.051  0.859  -4.581
H  1.504  2.974  -4.644
H  0.395  4.051  -5.528
H  0.073  3.609  -3.845
H  -0.152  1.859  -6.347
H  -2.370  2.639  -5.738
H  -2.022  2.545  -3.992
C  -6.458  -8.282  -2.672
C  -5.258  -9.141  -2.323
C  -5.603  -10.559  -1.981
O  -4.520  -10.940  -1.150
C  -4.080  -9.794  -0.545
O  -3.300  -9.761  0.387
O  -4.642  -8.691  -1.127
H  -6.248  -7.224  -2.490
H  -6.737  -8.413  -3.723
H  -7.328  -8.543  -2.059
H  -4.509  -9.084  -3.124
H  -5.665  -11.204  -2.860
H  -6.528  -10.656  -1.400
C  1.305  5.529  0.097
C  1.742  5.195  -1.316
C  3.191  5.470  -1.586
O  3.202  5.676  -2.989
C  1.964  6.162  -3.314
O  1.673  6.645  -4.391
O  1.101  6.038  -2.260
H  0.230  5.732  0.135
H  1.536  4.707  0.780
H  1.810  6.427  0.470
H  1.472  4.159  -1.559
H  3.840  4.637  -1.310
H  3.558  6.386  -1.106
C  5.647  -3.289  -3.931
C  4.445  -4.186  -4.154
C  3.866  -4.096  -5.535
O  2.519  -4.482  -5.321
C  2.218  -4.127  -4.034
O  1.097  -4.116  -3.565
O  3.351  -3.779  -3.349
H  5.765  -3.050  -2.870
H  6.563  -3.768  -4.291
H  5.538  -2.335  -4.460
H  4.692  -5.220  -3.882
H  4.356  -4.767  -6.244
H  3.868  -3.078  -5.943
C  -7.606  2.755  -4.713
C  -6.444  3.522  -4.111
C  -5.266  3.660  -5.028
O  -4.192  3.818  -4.116
C  -4.559  3.159  -2.974
O  -3.810  2.906  -2.050
O  -5.884  2.817  -3.015
H  -8.227  2.310  -3.930
H  -8.228  3.412  -5.329
H  -7.257  1.933  -5.347
H  -6.788  4.495  -3.739
H  -5.344  4.523  -5.691
H  -5.072  2.762  -5.628
C  6.177  10.292  1.393
C  5.387  9.089  0.916
C  3.921  9.163  1.223
O  3.553  7.795  1.264
C  4.672  7.109  1.653
O  4.682  5.942  1.993
O  5.775  7.917  1.614
H  7.228  10.032  1.551
H  6.119  11.109  0.667
H  5.797  10.667  2.350
H  5.572  8.917  -0.152
H  3.354  9.697  0.457
H  3.702  9.603  2.203
C  6.464  3.950  3.796
C  7.692  4.159  4.661
C  7.481  3.827  6.108
O  8.455  4.634  6.747
C  8.641  5.722  5.938
O  9.249  6.725  6.259
O  8.043  5.531  4.722
H  6.505  4.579  2.902
H  6.378  2.903  3.490
H  5.547  4.219  4.331
H  8.547  3.615  4.238
H  7.645  2.770  6.329
H  6.494  4.123  6.484
C  -2.259  -4.167  -5.366
C  -3.315  -4.101  -6.453
C  -3.791  -2.712  -6.755
O  -5.090  -2.945  -7.272
C  -5.533  -4.101  -6.687
O  -6.680  -4.502  -6.733
O  -4.511  -4.740  -6.038
H  -2.256  -5.150  -4.883
H  -1.264  -3.972  -5.778
H  -2.448  -3.428  -4.580
H  -2.959  -4.616  -7.355
H  -3.165  -2.200  -7.490
H  -3.888  -2.080  -5.864
C  3.610  5.194  9.252
C  3.335  4.703  7.844
C  1.883  4.473  7.552
O  1.934  3.505  6.517
C  3.089  2.797  6.712
O  3.367  1.759  6.144
O  3.886  3.413  7.639
H  4.629  4.941  9.562
H  3.477  6.278  9.320
H  2.934  4.728  9.977
H  3.796  5.381  7.113
H  1.369  5.376  7.216
H  1.332  4.039  8.395

Atomic forces in eV per Å
2.477 0.512 -1.947
-0.978 0.320 -3.600
1.517 -0.028 1.731
0.616 1.881 -0.640
-1.816 2.058 0.872
-2.613 1.853 -2.332
0.561 -2.526 -4.713
2.443 -2.695 -0.287
2.492 -1.253 2.816
0.101 1.931 4.640
-3.870 0.729 -2.927
5.326 -1.619 6.252
1.505 -1.342 4.008
-1.306 1.449 -0.795
0.281 -0.822 0.557
-3.877 -0.980 -1.475
5.717 2.322 -4.666
-1.246 -5.243 2.864
-4.291 2.480 4.040
-2.101 -0.327 -2.982
1.494 0.399 5.591
-3.122 -0.953 -7.769
-0.977 0.893 -1.032
0.299 1.107 0.224
-0.363 0.688 2.619
0.465 1.960 -1.519
-1.609 0.713 -2.271
-0.319 -0.834 -2.442
1.554 -2.241 -0.965
1.484 -0.935 1.871
-0.058 1.291 2.758
0.734 -0.182 1.713
-0.931 -0.225 1.244
0.153 0.232 0.113
1.476 -0.444 0.041
0.458 0.004 -0.775
-0.694 -0.099 0.986
-1.625 0.412 0.810
1.993 -0.467 -0.977
-1.292 0.566 -0.245
-0.061 -0.137 -0.205
-0.177 0.034 0.107
-0.197 -0.291 -0.019
-0.056 0.125 -0.059
-0.190 0.067 0.022
0.115 -0.202 0.120
0.147 0.125 0.189
0.650 1.211 -0.080
-0.424 0.677 -0.114
0.534 -0.870 0.180
0.134 -2.100 0.785
-0.140 2.284 -1.048
-0.847 -1.024 0.158
-0.116 0.005 -0.228
0.037 -0.127 0.113
-0.047 -0.110 -0.124
-0.114 -0.001 0.066
-0.016 -0.208 0.068
0.234 0.029 -0.180
-0.210 0.170 0.110
-0.958 0.677 -0.935
-0.372 -0.543 -0.499
0.617 0.677 0.664
1.253 0.024 1.582
-1.512 -0.034 -1.802
0.690 -0.824 0.825
0.088 -0.173 -0.197
0.110 0.052 0.151
0.177 -0.004 -0.019
-0.065 -0.123 0.101
0.148 -0.026 0.186
0.039 0.200 -0.149
-0.130 0.273 0.201
-0.329 -0.346 1.475
0.656 -0.411 0.441
-0.799 0.399 -0.687
-0.568 0.844 -1.690
0.585 -0.973 2.038
0.579 0.359 -1.284
0.112 -0.256 -0.080
-0.038 0.102 -0.150
-0.067 -0.209 -0.157
0.151 0.085 -0.033
-0.028 0.106 -0.191
-0.217 -0.125 0.108
0.087 0.294 0.109
1.500 0.275 0.067
0.446 -0.145 -0.708
-0.748 0.153 1.091
-1.200 0.082 0.277
2.348 -0.382 -1.889
-1.578 -0.244 -0.383
0.012 -0.222 -0.138
-0.168 0.012 0.081
-0.077 -0.151 0.069
-0.101 0.086 -0.115
-0.239 -0.007 0.068
0.148 -0.076 0.184
-0.126 -0.275 -0.042
-1.247 -0.194 -0.577
0.016 0.412 -0.735
-0.003 -0.252 0.858
1.182 -0.650 1.921
-1.450 0.593 -2.029
1.272 0.180 0.258
0.060 0.242 -0.074
0.097 -0.057 0.135
0.028 0.116 0.132
0.143 -0.044 -0.098
0.174 -0.028 0.153
-0.243 0.012 0.082
0.165 0.121 0.225
0.670 1.267 -0.132
-0.526 0.676 -0.279
0.622 -0.799 0.273
0.291 -1.854 0.699
-0.152 2.281 -0.785
-0.944 -1.106 0.188
-0.160 0.011 -0.203
0.013 -0.170 0.066
0.016 -0.134 -0.123
-0.139 -0.001 0.090
-0.043 -0.227 0.066
0.212 0.042 -0.126
-0.106 0.121 -0.153
-0.932 -0.770 -0.916
-0.188 -0.760 0.269
0.416 0.959 -0.300
0.997 1.753 0.478
-1.197 -1.987 -0.603
0.644 0.556 1.081
0.071 -0.208 0.150
0.052 0.140 0.075
0.160 0.011 -0.054
-0.046 0.019 0.168
0.080 0.186 0.105
0.015 -0.086 -0.242
0.010 -0.005 0.323
1.420 -0.077 0.583
0.516 0.668 -0.167
-0.736 -0.851 0.189
-1.914 -0.683 0.009
2.234 0.785 0.063
-1.263 0.351 -0.502
0.062 0.042 -0.252
-0.157 -0.031 0.078
0.018 -0.062 -0.172
-0.102 0.136 -0.004
-0.221 -0.043 -0.016
0.211 -0.197 -0.004
0.070 -0.086 0.284
0.252 0.971 1.021
-0.627 0.568 0.024
0.840 -0.774 -0.161
0.367 -1.744 -0.916
-0.396 2.256 1.127
-0.449 -0.849 -0.865
-0.093 0.165 -0.175
0.054 -0.163 -0.064
0.076 0.002 -0.168
-0.149 -0.062 -0.004
0.015 -0.210 -0.125
0.209 0.133 0.029

Summary:
maximum force = 8.4 eV Å⁻¹
charge = 0
DFT total energy = -5912.2043 a.u.
structure (SMILES) = NC1=C(Cc2ccccc2)C(=O)C([PH2]=S)=C(S(=O)(=O)F)C1=O.C[C@@H]1COC(=O)O1.C[C@@H]1COC(=O)O1.C[C@@H]1COC(=O)O1.C[C@@H]1COC(=O)O1.C[C@@H]1COC(=O)O1.C[C@@H]1COC(=O)O1.C[C@@H]1COC(=O)O1.C[C@@H]1COC(=O)O1.C[C@@H]1COC(=O)O1.C[C@@H]1COC(=O)O1
HOMO-LUMO gap = 5.5 eV
LUMO level = -2.4 eV

These are the Mulliken partial charges, in e, on atoms 1 to 4:
1 N -0.55
2 C 0.35
3 C 0.03
4 C -0.31